The following is a DFT calculation (the ωB97M-V functional and the def2-TZVPD basis) of a 7-piece molecular cluster, C21H45BrNO6S overall.

The calculation puts the calculated total energy at -117152.3548 eV. The gap between HOMO and LUMO is 0.285 Ha. As for the total charge: +1. Its lowest unoccupied orbital energy is -3.19 eV. The value obtained for the HOMO energy is -0.402 Ha.

The geometry in XYZ format:
```
75
Properties=species:S:1:pos:R:3:mulliken_charge:R:1
H 0.7138 6.2183 4.6381 0.3471
C -2.0809 -1.3026 1.3034 -0.7511
C 0.9417 3.4980 5.3699 -1.0808
C -1.1439 -1.5362 -6.1340 -1.1468
H -0.5809 1.0425 -3.3075 0.2849
H -0.3917 2.6163 -2.4996 0.4020
H -0.1466 -1.5310 -6.5771 0.3366
H 2.7790 2.7850 1.8588 0.4244
H -1.1625 -1.4837 1.8595 0.3153
H 4.4068 -4.0499 -0.1332 0.2717
H -0.8840 1.3066 -0.3039 0.2116
C 4.0132 4.3848 -4.3537 -1.2643
H -8.3446 -5.7190 3.6327 0.2989
H 3.0863 4.7289 -4.8046 0.3117
C 5.9021 -1.6463 -0.3576 -0.6196
H 2.1196 1.3037 1.8894 0.3233
O -1.4509 -1.2953 -3.7883 -0.5307
N 2.5829 1.9659 1.2680 -0.4676
H 0.5141 -3.4327 -4.8417 0.3380
H 5.6502 -4.0571 1.1220 0.3230
C 1.6772 4.3330 4.3606 0.7575
H 4.6333 3.9074 -5.1140 0.3558
H 4.5665 5.2382 -3.9582 0.3538
H -1.9217 1.7586 -2.3877 0.4106
H 6.0852 -1.4522 0.7006 0.3609
C -8.2998 -2.2350 3.6443 -1.0383
H -1.1047 -4.1197 -4.9814 0.3602
H -5.3439 -2.3412 1.9982 0.0197
O -7.0912 -3.8983 2.4451 -0.5438
C -0.8435 1.6235 -2.4275 -1.4303
H 5.4829 3.6246 -2.0559 0.3623
C -4.6013 -1.8201 1.3992 -0.7893
S 1.4039 2.4813 0.1946 0.3333
H 2.2862 6.3043 3.8088 0.2928
C 1.7267 5.8142 4.6010 -1.1138
H -4.8640 -0.7624 1.3214 0.3419
H 4.8483 -1.4490 -0.5650 -0.1319
Br 2.1104 -0.4738 -0.4801 -0.0540
H -4.5948 -2.2465 0.3944 0.3410
H 6.5166 -0.9809 -0.9596 0.2796
C 3.7176 3.4111 -3.2497 0.8266
C -0.3632 0.8917 -1.1682 -0.2466
H -1.7645 -2.2207 -6.7142 0.3652
H -9.3565 -2.0525 3.4426 0.3391
C 1.1485 1.1074 -0.9997 0.0985
H -8.1266 -2.0731 4.7095 0.3231
O 2.2156 3.8309 3.3904 -0.6034
C 4.8956 2.8275 -2.5149 -0.9968
H 0.9782 2.4476 5.0921 0.2744
O 2.5736 3.1030 -2.9669 -0.5057
H -0.5746 -0.1694 -1.2654 0.3476
H -7.6967 -1.5369 3.0688 0.2178
O 7.0725 -3.3505 -1.5263 -0.5351
C 6.2389 -3.0823 -0.6976 0.7918
C -1.0702 -1.9965 -4.7005 0.8455
H 4.5582 2.1335 -1.7462 0.1527
H -8.5309 -4.6750 5.0603 0.3298
O -3.0580 -2.5631 3.0582 -0.5584
C -0.5058 -3.3731 -4.4578 -1.1335
H -9.7612 -4.6554 3.7939 0.3365
C -3.2393 -1.9606 2.0287 0.6092
H -1.5688 -0.5367 -6.1806 0.2938
H -2.2485 -0.2263 1.2244 0.2407
H -0.5076 -3.5915 -3.3929 0.2730
H 1.5926 1.4375 -1.9364 0.3102
H 2.1360 3.3064 -0.5800 0.1955
C -7.9391 -3.6535 3.2714 0.8770
H -1.9808 -1.7194 0.2993 0.2424
H -0.0980 3.8229 5.4331 0.3402
H 5.8077 -5.1336 -0.2838 0.2994
H 1.3923 3.6260 6.3551 0.3410
H 2.2031 6.0168 5.5613 0.3479
H 5.5438 2.2972 -3.2140 0.3771
C 5.4786 -4.1527 0.0485 -1.0607
C -8.6907 -4.7504 3.9834 -1.1515
```